[1]
{
  "formula": "C2H4Cl2OS",
  "method": "ωB97M-V with the def2-TZVPD basis set",
  "s_squared": 2.009,
  "relative_energy_kcal_mol": 26.0,
  "orbital_gap_ev": [6.46, 8.78],
  "largest_force_ev_per_a": 4.19,
  "homo_ev": [-5.84, -10.93],
  "multiplicity": 3,
  "symbols": ["C", "C", "O", "S", "Cl", "Cl", "H", "H", "H", "H"],
  "coordinates": [[-0.649685, 0.608506, -0.106699], [-0.520051, 0.049114, 1.279759], [1.937706, -1.328006, 0.760058], [1.321385, -0.106121, 1.821341], [-1.093654, 1.303657, 2.471267], [-1.464813, -1.359854, 1.513780], [-1.751505, 0.421653, -0.449296], [-0.450270, 1.749359, -0.068064], [0.038142, 0.261135, -0.790587], [2.762765, -1.668485, 1.125101]],
  "forces_ev_per_a": [[-2.99, 2.90, 0.52], [2.02, 1.08, 0.65], [-0.38, -1.88, -2.19], [-1.68, 2.00, 1.79], [-0.27, -0.13, -0.14], [-0.19, -1.20, 0.13], [2.10, 0.50, 0.41], [-0.52, -1.83, 0.00], [1.33, -1.40, -1.41], [0.59, -0.05, 0.24]]
}

[2]
{
  "formula": "C4H11NO2",
  "method": "ωB97M-V with the def2-TZVPD basis set",
  "relative_energy_kcal_mol": 52.4,
  "orbital_gap_ev": 9.17,
  "smiles": "C=NC(=C)C.O.O",
  "largest_force_ev_per_a": 1.66,
  "homo_ev": -8.72,
  "multiplicity": 1,
  "symbols": ["C", "N", "C", "C", "C", "H", "H", "H", "H", "H", "H", "H", "O", "H", "H", "O", "H", "H"],
  "coordinates": [[-0.547385, -0.333829, 2.369138], [0.370981, 0.481140, 2.099689], [0.405091, 1.209530, 0.888570], [-0.685685, 1.782936, 0.378739], [1.770127, 1.302928, 0.277135], [-0.685399, -0.753188, 3.363148], [-1.298029, -0.636735, 1.655119], [-1.674308, 1.679732, 0.821808], [-0.663036, 2.601979, -0.325057], [1.892200, 0.415016, -0.359922], [2.542672, 1.437280, 1.015780], [1.731350, 2.075322, -0.494364], [-0.065795, -2.601182, -0.539558], [-0.137810, -1.943884, -1.270685], [0.564246, -3.217588, -0.935607], [-0.909236, -1.288416, -2.733886], [-0.740350, -0.773784, -3.515609], [-1.869641, -1.437260, -2.694445]],
  "forces_ev_per_a": [[-0.28, -0.06, -0.02], [0.04, 0.30, 0.25], [-0.07, -0.48, 0.17], [-0.55, 0.65, 0.50], [-1.10, -0.03, -1.24], [0.49, 0.02, 0.07], [-0.28, -0.08, -0.52], [0.29, -0.22, 0.23], [0.40, -0.31, -0.51], [0.42, -0.21, 0.65], [0.32, -0.04, 0.01], [0.34, 0.41, 0.38], [0.41, 0.37, -0.78], [-0.23, -0.39, 0.73], [-0.12, -0.13, 0.37], [-0.66, -0.25, 0.19], [0.03, 0.34, -0.43], [0.55, 0.10, -0.05]]
}

[3]
{
  "formula": "C43H61AsN2O8SSbScSeSi3",
  "method": "ωB97M-V with the def2-TZVPD basis set",
  "relative_energy_kcal_mol": 0.0,
  "orbital_gap_ev": 8.07,
  "largest_force_ev_per_a": 2.58,
  "homo_ev": -7.90,
  "multiplicity": 1,
  "symbols": ["Sc", "O", "H", "H", "O", "C", "N", "O", "Se", "O", "O", "O", "C", "N", "C", "C", "O", "H", "H", "H", "H", "H", "H", "H", "O", "S", "C", "C", "C", "C", "C", "C", "C", "C", "C", "C", "C", "C", "H", "H", "H", "H", "H", "H", "H", "H", "H", "H", "C", "Si", "C", "C", "Sb", "Si", "C", "C", "C", "Si", "C", "C", "C", "H", "H", "H", "H", "H", "H", "H", "H", "H", "H", "H", "H", "H", "H", "H", "H", "H", "H", "H", "H", "H", "H", "H", "H", "H", "H", "H", "C", "C", "C", "C", "C", "C", "As", "C", "C", "C", "C", "C", "C", "C", "C", "C", "C", "C", "C", "H", "H", "H", "H", "H", "H", "H", "H", "H", "H", "H", "H", "H", "H", "H"],
  "coordinates": [[0.151822, -0.252784, -0.247659], [-3.596378, 1.107283, -1.444956], [-3.664150, 0.492771, -0.675323], [-4.497835, 1.376437, -1.649440], [2.581060, -3.279974, -2.169934], [1.926187, -2.352071, -1.846544], [1.279632, -1.395793, -1.531395], [-2.180575, -2.464045, 2.021322], [-2.024393, -1.176139, 1.114400], [-0.838347, -0.165109, 1.680678], [-1.377996, -1.496256, -0.375130], [-3.418379, -0.398890, 0.918622], [4.060908, 2.210611, 3.026754], [3.431070, 1.975862, 1.743221], [3.976709, 2.676154, 0.593013], [2.440098, 1.104354, 1.612551], [1.902819, 0.817798, 0.539012], [5.121165, 1.958032, 2.975097], [3.583616, 1.596020, 3.788791], [3.964307, 3.259550, 3.313870], [5.021899, 2.398814, 0.446555], [3.909494, 3.754018, 0.748097], [3.407105, 2.405010, -0.291770], [2.134265, 0.630307, 2.553871], [-0.417198, 1.804449, -0.042091], [-1.738216, 2.011752, 0.670701], [-2.150818, 3.715465, 0.222596], [-3.432256, 4.185654, 0.462255], [-3.740435, 5.500357, 0.150505], [-2.772849, 6.331951, -0.397855], [-1.497578, 5.846006, -0.648057], [-1.186061, 4.529607, -0.345276], [-1.322764, 2.516279, 2.351144], [-0.057296, 2.978704, 2.659373], [0.244258, 3.321532, 3.968365], [-0.727243, 3.216525, 4.954651], [-1.995586, 2.752333, 4.633256], [-2.295536, 2.390610, 3.328963], [-4.179316, 3.524472, 0.886727], [-4.737900, 5.880278, 0.328562], [-3.012585, 7.360995, -0.631744], [-0.743110, 6.488557, -1.082903], [-0.208717, 4.113569, -0.555322], [0.680997, 3.069872, 1.871122], [1.237151, 3.673199, 4.220725], [-0.496690, 3.490586, 5.975769], [-2.748527, 2.656150, 5.404236], [-3.271432, 1.993526, 3.073083], [1.019094, 0.970719, -6.141813], [1.146387, 0.367980, -4.338431], [2.085101, 1.719881, -3.364679], [2.310920, -1.133859, -4.487800], [-1.025593, 0.329340, -2.849642], [-2.530629, 1.802508, -4.377100], [-2.106674, 2.073005, -6.208377], [-4.396755, 1.398257, -4.392309], [-2.310724, 3.511585, -3.578229], [-2.013467, -1.973241, -3.516317], [-2.091320, -2.046120, -5.417643], [-0.993409, -3.459060, -2.949489], [-3.763799, -2.146510, -2.808234], [1.935864, 0.723422, -6.678741], [0.871834, 2.048883, -6.207019], [0.193479, 0.488561, -6.665272], [3.100898, 1.899619, -3.724249], [2.142210, 1.411517, -2.315559], [1.533780, 2.663693, -3.403727], [2.820444, -1.128518, -5.451599], [1.769011, -2.078126, -4.407162], [3.064893, -1.125425, -3.700355], [-1.881931, 1.145524, -6.735372], [-1.250473, 2.737440, -6.317039], [-2.956340, 2.539844, -6.710503], [-4.736300, 1.236144, -5.416011], [-4.973729, 2.228189, -3.979385], [-4.628645, 0.501037, -3.818930], [-1.305366, 3.889733, -3.784819], [-2.420655, 3.429529, -2.496999], [-3.026859, 4.251759, -3.942871], [-1.085866, -1.994913, -5.842242], [-2.673577, -1.220933, -5.834691], [-2.547333, -2.983852, -5.743456], [-0.028789, -3.515270, -3.458056], [-1.532679, -4.388562, -3.145389], [-0.803909, -3.400635, -1.876888], [-4.484235, -1.489893, -3.296166], [-3.751731, -1.909594, -1.743073], [-4.119644, -3.173937, -2.912633], [2.389908, -1.780044, 6.156610], [1.134561, -2.125032, 5.680023], [0.906614, -2.229693, 4.315804], [1.940753, -2.029505, 3.403020], [3.178825, -1.611607, 3.893107], [3.405785, -1.492638, 5.257010], [1.602566, -2.182500, 1.451459], [1.094683, -4.081034, 1.336971], [-0.028530, -4.538645, 2.022152], [-0.446421, -5.854427, 1.894746], [0.231777, -6.725625, 1.056622], [1.325630, -6.268056, 0.338277], [1.756399, -4.957209, 0.478376], [3.510201, -2.382053, 0.966310], [4.112163, -1.466425, 0.108282], [5.450458, -1.588766, -0.244485], [6.204412, -2.636409, 0.257235], [5.619685, -3.549724, 1.125098], [4.288085, -3.418364, 1.480789], [2.573718, -1.724075, 7.221961], [0.321650, -2.305535, 6.371846], [-0.091640, -2.455234, 3.965274], [3.985358, -1.391520, 3.204761], [4.381275, -1.186053, 5.614177], [-0.625036, -3.866703, 2.616257], [-1.322324, -6.187942, 2.436424], [-0.101535, -7.749630, 0.944697], [1.841242, -6.928781, -0.347084], [2.605238, -4.616825, -0.097922], [3.530536, -0.656352, -0.310594], [5.890853, -0.876829, -0.931674], [7.243660, -2.740050, -0.027890], [6.203922, -4.372879, 1.516366], [3.839883, -4.122111, 2.172663]],
  "forces_ev_per_a": [[1.69, 0.87, 0.39], [-0.22, -0.14, 0.35], [0.03, 0.17, -0.12], [0.00, -0.05, 0.01], [-0.11, 0.06, 0.01], [0.00, -0.01, 0.01], [0.51, -0.31, -0.27], [0.16, -0.74, 0.54], [-2.06, -0.72, 1.36], [0.40, 0.17, -0.03], [-0.25, -0.69, -0.53], [-0.48, 0.35, -0.26], [-0.06, 0.01, 0.12], [0.06, 0.04, -0.15], [-0.06, -0.02, -0.08], [0.03, -0.16, 0.28], [0.20, 0.09, -0.13], [-0.01, -0.02, 0.01], [0.02, -0.03, -0.02], [0.01, 0.01, -0.04], [0.00, 0.01, 0.03], [0.03, 0.00, 0.02], [0.00, 0.01, 0.01], [-0.09, 0.02, -0.06], [0.09, 0.28, -0.12], [-0.30, 1.91, 0.60], [0.00, -0.12, -0.32], [-0.03, -0.17, 0.02], [-0.02, 0.05, -0.01], [0.04, 0.02, 0.00], [-0.01, -0.02, 0.03], [0.10, -0.13, 0.06], [0.01, -0.33, 0.17], [0.12, 0.04, -0.19], [-0.04, 0.01, 0.00], [-0.02, -0.03, 0.02], [0.03, 0.04, 0.03], [-0.07, -0.07, -0.12], [-0.03, 0.03, -0.02], [-0.01, -0.03, 0.02], [-0.03, -0.01, -0.02], [-0.02, 0.00, -0.02], [0.01, 0.05, -0.03], [-0.01, -0.01, 0.00], [-0.01, 0.03, -0.01], [0.01, -0.02, 0.00], [-0.01, 0.00, -0.01], [0.01, -0.04, 0.03], [-0.33, -0.02, 0.29], [0.74, 0.38, -0.15], [-0.19, -0.24, -0.05], [-0.55, 0.01, 0.23], [-0.02, -0.51, -2.21], [-0.41, 0.99, 0.03], [0.24, -0.35, 0.24], [0.35, -0.40, 0.17], [0.04, -0.29, -0.03], [-0.20, -0.41, -0.37], [0.02, 0.14, 0.35], [0.06, 0.41, 0.13], [0.33, 0.15, 0.04], [0.08, -0.01, 0.10], [-0.05, 0.01, 0.00], [0.04, 0.00, -0.07], [0.00, -0.05, -0.09], [0.06, 0.04, 0.00], [0.00, 0.01, 0.02], [-0.04, 0.12, -0.05], [0.10, -0.03, -0.05], [-0.02, 0.02, -0.03], [-0.04, 0.01, -0.06], [0.04, -0.03, -0.01], [-0.10, 0.02, 0.14], [0.03, 0.00, -0.03], [0.07, 0.06, 0.04], [-0.06, 0.07, -0.02], [0.02, 0.00, 0.04], [-0.05, 0.05, 0.01], [-0.04, -0.05, -0.08], [0.01, 0.00, 0.00], [-0.02, 0.00, 0.00], [-0.02, -0.02, 0.01], [-0.01, 0.01, -0.02], [-0.09, 0.05, -0.08], [0.00, -0.05, 0.01], [0.03, -0.01, -0.01], [-0.04, 0.01, 0.01], [0.08, -0.04, -0.07], [0.04, 0.05, 0.03], [-0.02, 0.00, 0.03], [-0.07, 0.01, -0.13], [-0.19, 0.32, -0.12], [0.01, -0.05, -0.14], [-0.04, -0.01, 0.04], [0.88, -0.95, 0.56], [-0.17, 0.00, -0.09], [0.03, 0.03, 0.03], [0.01, -0.05, -0.01], [0.00, 0.00, -0.03], [-0.01, -0.04, -0.01], [0.09, 0.18, -0.02], [-0.13, 0.23, -0.17], [-0.08, 0.08, 0.01], [0.01, -0.05, 0.02], [0.03, 0.07, -0.03], [0.04, -0.03, 0.00], [-0.16, 0.00, 0.12], [-0.02, 0.04, 0.00], [0.00, -0.02, 0.00], [-0.03, -0.02, 0.00], [0.05, -0.05, 0.01], [0.01, -0.02, 0.00], [0.03, -0.02, 0.03], [0.00, 0.01, 0.00], [-0.01, 0.00, 0.01], [0.03, 0.01, 0.01], [-0.02, -0.04, -0.04], [-0.01, -0.03, -0.03], [0.01, 0.00, 0.01], [0.00, -0.03, 0.01], [-0.01, 0.01, 0.04], [0.04, -0.05, -0.04]]
}